[1]
Density functional theory data (ωB97M-V/def2-TZVPD) for a structure of composition C33H27IrN5O7S in a non-equilibrium geometry.

The calculation puts the frontier orbital gap at 6.75 eV. Its total charge is +1. The energy above the lowest of the compared OMol25 structures with the same formula, charge and spin comes out at 3.595 eV. The HOMO energy comes out at -10.968 eV. Its total energy is -2576.497363 Eh.

XYZ file:
```
74
Properties=species:S:1:pos:R:3:forces:R:3
Ir 0.440 0.859 0.664 -0.962 -0.681 -0.560
O -1.700 4.544 -0.214 0.077 0.066 0.021
C -2.283 4.658 1.005 0.017 -0.100 0.002
C -3.129 5.742 1.203 -0.058 0.066 0.053
C -3.776 5.903 2.412 0.026 -0.015 -0.036
C -3.585 4.992 3.450 0.024 0.006 0.017
C -2.752 3.912 3.259 -0.041 0.013 -0.024
C -2.087 3.726 2.039 -0.749 -0.264 -0.568
C -1.264 2.535 1.836 2.210 1.742 1.900
O -0.265 2.656 0.928 -0.364 -0.107 -0.334
N -1.055 1.753 2.876 -0.222 -0.697 -0.269
N -0.033 0.906 2.574 -0.167 0.207 0.082
C 0.568 0.166 3.429 -0.021 0.025 0.077
C 1.676 -0.554 2.844 0.055 -0.081 -0.098
C 2.531 -1.408 3.516 0.024 -0.026 0.002
C 3.554 -2.022 2.814 -0.003 0.002 0.011
C 3.701 -1.766 1.458 -0.007 -0.016 -0.007
C 2.817 -0.907 0.836 0.049 0.036 -0.004
N 1.839 -0.308 1.518 0.084 0.217 0.105
H -0.920 3.974 -0.116 -0.077 -0.072 -0.029
H -3.255 6.449 0.394 -0.007 -0.007 -0.002
H -4.429 6.754 2.554 -0.004 0.001 0.004
H -4.083 5.132 4.399 -0.001 0.004 0.000
H -2.587 3.196 4.050 -0.022 -0.018 -0.004
H 0.270 0.125 4.467 -0.010 -0.014 -0.010
H 2.387 -1.583 4.573 -0.005 -0.002 -0.002
H 4.230 -2.699 3.318 0.003 0.003 0.000
H 4.477 -2.239 0.875 -0.001 0.001 -0.002
H 2.856 -0.702 -0.224 0.006 0.011 0.000
O 3.994 1.141 -6.513 -0.002 0.003 -0.006
C 4.275 1.239 -5.200 -0.030 -0.021 0.023
O 5.406 1.294 -4.817 0.012 0.004 0.008
C 3.108 1.263 -4.251 0.044 0.050 0.033
C 3.302 1.885 -3.019 0.022 -0.037 -0.068
C 2.285 1.910 -2.087 -0.022 0.047 0.076
C 1.065 1.312 -2.386 -0.044 0.125 0.199
C 0.873 0.657 -3.591 -0.044 -0.072 -0.030
C 1.898 0.644 -4.527 -0.004 -0.019 -0.013
N 0.032 1.325 -1.393 0.170 0.030 0.193
C -1.178 1.536 -1.746 -0.272 -0.092 -0.121
C -2.438 1.292 -0.988 0.044 -0.098 -0.149
C -3.495 0.871 -1.779 -0.038 0.003 -0.061
C -4.643 0.382 -1.167 0.036 -0.003 0.025
C -4.695 0.342 0.211 0.029 0.082 0.004
C -3.617 0.854 0.928 -0.117 0.075 0.013
N -2.529 1.326 0.347 0.309 -0.339 -0.457
H 3.051 1.256 -6.681 0.003 -0.003 0.007
H 4.262 2.337 -2.810 -0.002 0.008 -0.001
H 2.420 2.394 -1.127 0.006 0.016 -0.020
H -0.046 0.116 -3.773 0.000 0.012 -0.025
H 1.755 0.095 -5.451 -0.016 0.005 -0.001
H -1.351 1.801 -2.789 0.012 -0.028 -0.002
H -3.409 0.880 -2.858 -0.019 0.020 0.007
H -5.472 0.031 -1.765 0.008 -0.022 0.000
H -5.554 -0.054 0.733 -0.004 0.011 0.000
H -3.628 0.908 2.012 -0.016 -0.049 -0.024
C 1.948 -7.219 0.138 -0.017 0.029 -0.001
C 1.252 -5.887 0.187 0.027 -0.050 0.029
C 0.829 -5.342 1.395 0.003 0.003 0.006
C 0.162 -4.125 1.437 0.033 0.030 -0.027
C -0.084 -3.450 0.253 0.009 0.007 -0.023
C 0.326 -3.974 -0.968 -0.030 -0.007 0.034
C 0.994 -5.184 -0.990 -0.007 0.020 -0.031
S -0.907 -1.894 0.294 0.002 -0.049 -0.015
O -1.984 -1.898 -0.654 0.020 0.030 -0.006
O -1.202 -1.572 1.669 0.027 -0.023 -0.065
O 0.216 -0.960 -0.235 0.035 0.004 0.163
H 2.284 -7.529 1.126 0.000 0.001 0.002
H 2.811 -7.188 -0.527 0.002 0.000 -0.002
H 1.272 -7.988 -0.241 -0.001 -0.002 0.000
H 1.015 -5.880 2.316 -0.002 -0.002 -0.001
H -0.174 -3.703 2.374 -0.014 -0.002 0.003
H 0.115 -3.441 -1.886 -0.005 0.002 -0.002
H 1.314 -5.599 -1.938 0.000 0.000 0.001
```
Positions in Å, forces in eV/Å.

***

[2]
Density functional theory data (ωB97M-V/def2-TZVPD) for a structure of composition C33H27N6O4Y in a non-equilibrium geometry.

The calculation puts the frontier orbital gap at 8.48 eV. Its total charge is +2. The energy above the lowest of the compared OMol25 structures with the same formula, charge and spin comes out at 0.000 eV. The HOMO energy comes out at -14.366 eV. Its total energy is -1941.293173 Eh.

XYZ file:
```
71
Properties=species:S:1:pos:R:3:forces:R:3
Y -17.248 -9.168 4.568 -0.103 -0.758 1.023
C -18.465 -8.864 9.052 -0.084 4.305 -0.328
C -18.496 -10.112 9.502 -0.244 -1.759 3.794
C -18.071 -11.145 8.745 -0.676 -0.348 -2.884
C -17.908 -10.938 7.357 -0.022 0.861 1.916
N -17.891 -9.672 6.903 0.114 -0.425 -0.579
C -18.120 -8.660 7.744 0.989 0.397 -1.437
C -17.769 -12.029 6.397 0.939 -1.939 1.167
C -17.611 -13.390 6.816 -0.508 1.467 -1.487
C -17.413 -14.328 5.803 0.356 0.388 2.487
C -17.422 -13.934 4.524 0.853 -0.089 -3.792
C -17.521 -12.591 4.201 -0.494 -0.245 0.181
N -17.640 -11.670 5.134 -0.415 0.919 0.499
C -17.465 -12.012 2.862 -0.836 -1.718 -2.136
C -17.863 -12.726 1.673 1.011 1.026 1.276
C -17.671 -12.150 0.425 -0.187 -0.383 -0.358
C -17.174 -10.874 0.384 0.990 1.983 0.392
C -16.863 -10.180 1.619 -1.073 -0.585 -1.436
N -17.052 -10.748 2.851 0.726 0.818 -3.045
H -18.625 -7.944 9.656 -0.153 -1.072 -0.241
H -18.778 -10.332 10.561 0.273 0.338 -0.985
H -18.114 -12.120 9.114 0.153 -1.303 0.629
H -17.895 -7.690 7.258 -0.617 -0.315 0.853
H -17.629 -13.687 7.844 0.032 -0.013 0.305
H -17.094 -15.296 6.094 -0.205 -0.997 0.019
H -17.147 -14.590 3.663 -0.512 0.224 1.068
H -18.271 -13.710 1.705 -0.155 -0.557 0.451
H -17.889 -12.665 -0.544 0.019 0.327 1.213
H -17.040 -10.416 -0.637 0.026 -0.108 1.582
H -16.607 -9.101 1.570 0.032 -0.889 0.149
O -19.020 -7.697 1.294 0.231 0.445 -0.386
C -18.927 -7.929 2.468 -0.555 -0.582 0.104
O -17.906 -7.669 3.252 -0.621 0.181 -0.595
C -20.046 -8.766 3.110 -0.468 0.510 -0.660
C -21.298 -8.901 2.491 1.485 -0.344 -0.186
C -22.178 -9.801 3.051 0.218 1.098 -0.672
C -21.852 -10.439 4.212 -0.017 -1.150 1.335
C -20.610 -10.251 4.781 0.005 0.623 -1.485
N -19.710 -9.438 4.197 0.345 -0.160 1.029
H -21.403 -8.475 1.498 -0.328 0.246 0.306
H -23.096 -9.962 2.556 -0.970 -0.343 -0.304
H -22.528 -11.167 4.660 0.069 0.265 -0.063
H -20.277 -10.805 5.619 0.168 -0.370 0.821
O -11.829 -9.751 8.894 1.193 1.216 2.379
C -12.217 -10.952 8.349 0.262 -0.410 -0.531
C -13.186 -10.547 7.259 0.554 -1.440 0.231
C -13.699 -11.441 6.318 0.920 -1.893 0.670
C -14.483 -11.023 5.306 -0.435 1.327 0.485
N -14.938 -9.746 5.194 0.486 -1.038 -0.489
C -14.401 -8.897 6.044 0.054 0.936 1.312
C -13.529 -9.252 7.098 -0.687 2.247 -0.417
C -14.868 -7.487 5.973 0.166 1.599 0.226
C -14.219 -6.434 6.634 1.095 -0.696 0.525
C -14.710 -5.136 6.571 0.324 -0.767 0.153
C -14.114 -4.066 7.409 -0.103 0.312 0.571
O -13.097 -4.603 8.232 -0.457 -0.116 -0.521
C -15.789 -4.894 5.751 -0.576 0.339 -0.207
C -16.472 -5.957 5.213 0.233 -0.893 -1.187
N -15.984 -7.223 5.277 -0.580 -0.156 0.580
H -11.398 -9.841 9.782 -0.537 -0.097 -1.303
H -12.645 -11.623 9.095 -0.354 -0.131 -0.126
H -11.330 -11.466 7.926 -0.533 -0.036 -0.169
H -13.482 -12.536 6.361 0.076 1.110 0.029
H -14.738 -11.730 4.588 -0.901 -0.881 -1.337
H -13.212 -8.430 7.768 -0.040 -1.095 -0.469
H -13.267 -6.587 7.197 -1.101 0.095 -0.505
H -14.891 -3.575 8.018 -0.131 -0.457 -0.038
H -13.756 -3.250 6.806 0.457 0.292 -0.670
H -12.761 -3.850 8.702 0.615 0.331 0.608
H -16.067 -3.877 5.523 -0.440 0.078 0.202
H -17.380 -5.878 4.590 0.646 0.252 0.458
```
Positions in Å, forces in eV/Å.

***

[3]
Density functional theory data (ωB97M-V/def2-TZVPD) for a structure of composition C33H27N7O4SW in a non-equilibrium geometry.

The calculation puts the frontier orbital gap (alpha / beta) at 6.02 / 6.75 eV. As for the spin multiplicity: 3. Its total charge is +2. The expectation value of S² is 2.02. The HOMO energy (alpha / beta) comes out at -13.170 / -13.708 eV. Its total energy is -2422.636019 Eh.

XYZ file:
```
73
Properties=species:S:1:pos:R:3:forces:R:3
W -5.389 -22.746 4.683 0.768 -0.177 -1.773
O -5.314 -24.382 3.491 0.596 1.153 -2.935
C -4.786 -24.341 2.269 -0.694 -0.770 0.616
C -3.601 -23.739 1.845 0.621 1.768 1.827
C -2.884 -24.258 0.745 0.142 -0.518 -1.498
C -1.588 -23.884 0.466 -0.590 1.078 1.481
C -0.935 -22.886 1.248 -0.048 -0.303 0.172
C -1.646 -22.271 2.245 0.196 0.572 0.055
C -2.983 -22.627 2.600 0.495 -0.724 -0.360
O -3.556 -21.971 3.542 -0.953 -0.507 0.280
N -0.850 -24.436 -0.610 1.568 -2.717 -3.349
O 0.401 -24.185 -0.728 -4.276 -0.694 0.409
O -1.526 -25.216 -1.369 2.479 2.405 1.979
H -5.282 -24.895 1.450 -0.096 -0.343 0.919
H -3.376 -24.971 0.067 0.364 0.170 0.450
H 0.132 -22.684 1.028 -0.934 0.104 0.155
H -1.229 -21.424 2.795 0.034 -0.375 -0.088
N -4.818 -21.083 5.930 1.175 -0.399 0.845
C -5.953 -20.166 6.045 0.183 0.436 -0.383
C -5.683 -18.821 5.742 -0.680 -0.007 0.709
C -6.626 -17.883 6.173 0.806 0.155 -0.143
C -7.837 -18.300 6.724 -0.305 0.252 -0.159
C -8.177 -19.645 6.747 0.735 -0.673 -0.429
C -7.206 -20.656 6.462 -0.024 1.070 0.094
C -7.562 -22.100 6.649 0.238 -0.305 0.553
C -8.407 -22.407 7.724 -0.124 -0.316 -0.709
C -8.903 -23.699 7.883 -0.252 -0.370 0.073
C -8.645 -24.649 6.903 0.461 -0.738 -0.451
C -7.746 -24.392 5.861 -0.008 0.475 0.168
C -7.082 -23.152 5.794 -0.796 1.134 0.295
H -4.514 -21.380 6.878 -0.653 -0.012 -0.548
H -3.948 -20.612 5.613 -0.883 -0.074 -0.350
H -4.739 -18.488 5.271 -0.521 -0.366 0.520
H -6.332 -16.828 6.124 -0.474 -0.384 -0.074
H -8.549 -17.554 7.095 0.255 -0.338 -0.309
H -9.202 -19.950 6.935 0.224 0.068 0.300
H -8.739 -21.617 8.373 0.055 0.118 0.325
H -9.532 -24.001 8.733 0.293 0.463 -0.424
H -9.085 -25.652 6.956 0.029 0.509 0.067
H -7.568 -25.109 5.058 0.054 -0.125 0.502
N -5.622 -15.094 -2.892 -0.391 -1.546 1.191
C -5.864 -15.965 -2.157 0.446 2.071 -1.498
C -6.154 -16.983 -1.212 0.466 -0.549 1.346
C -5.350 -17.091 -0.042 -0.316 0.274 -0.596
C -5.570 -18.091 0.885 -1.307 -0.682 -0.596
C -6.647 -19.002 0.658 0.561 1.383 -1.315
C -7.437 -18.888 -0.515 0.168 -0.674 1.231
C -7.203 -17.871 -1.419 -0.120 0.293 -0.786
N -6.898 -20.041 1.579 0.126 -1.579 1.433
C -8.083 -20.794 1.711 0.109 0.543 -0.436
C -7.855 -21.757 2.645 0.955 0.848 -0.409
N -6.539 -21.604 3.080 0.268 -1.097 1.440
C -5.991 -20.588 2.464 -0.691 0.780 -1.410
H -4.577 -16.344 0.146 -0.149 -0.303 -0.198
H -4.931 -18.153 1.754 -0.129 -0.023 0.130
H -8.228 -19.622 -0.715 0.391 0.426 0.102
H -7.819 -17.751 -2.330 0.413 -0.253 0.724
H -8.974 -20.546 1.114 0.671 -0.246 0.556
H -8.473 -22.539 3.026 -0.299 -0.140 0.115
H -4.947 -20.292 2.589 -0.599 0.023 -0.204
C -3.691 -23.027 8.846 -0.478 -0.037 -0.344
N -2.519 -23.205 7.963 1.892 -0.566 -0.951
C -1.142 -22.997 8.300 -0.945 -0.195 -0.153
C -0.372 -23.479 7.285 -0.537 0.755 0.383
N -1.230 -23.919 6.309 -1.293 -0.177 -0.011
C -2.525 -23.772 6.725 0.199 0.556 0.112
S -3.910 -24.311 5.831 0.328 -0.651 0.392
H -3.689 -21.997 9.230 0.065 -0.452 0.072
H -3.701 -23.775 9.662 0.237 0.524 -0.428
H -4.622 -23.188 8.250 0.804 0.067 0.343
H -0.872 -22.476 9.206 0.025 -0.244 -0.018
H 0.693 -23.446 7.127 -0.042 -0.083 0.177
H -0.972 -24.306 5.391 -0.288 0.258 0.793
```
Positions in Å, forces in eV/Å.